Entry 1:
{"formula": "C6H9ClNO2", "method": "wB97M-V/def2-TZVPD", "symbols": ["Cl", "O", "O", "N", "C", "C", "C", "C", "C", "C", "H", "H", "H", "H", "H", "H", "H", "H", "H"], "positions_angstrom": [[3.050, -0.411, -0.637], [1.599, 2.210, 0.636], [0.640, -1.417, 0.018], [-0.622, 1.860, 0.004], [0.565, 1.524, 0.206], [-1.633, 1.088, -0.715], [-0.856, -1.215, -0.009], [-1.225, -0.281, -1.176], [1.342, -1.229, 1.286], [1.475, -0.235, 0.215], [-1.951, 1.832, -1.439], [-0.526, -0.072, -1.956], [-2.032, -0.648, -1.667], [-2.596, 1.261, -0.027], [2.514, 1.986, 0.488], [-1.322, -2.299, -0.001], [0.863, -0.980, 2.258], [2.037, -2.036, 1.528], [-1.320, -0.941, 0.986]], "fmax_ha_per_bohr": 0.08919, "e_homo_ev": -14.16, "de_lowest_kcal_mol": 75.9, "total_charge": 1, "total_energy_ha": -898.99086, "lumo_ev": -3.2}

=====

Entry 2:
{"formula": "C6H9ClS", "method": "wB97M-V/def2-TZVPD", "symbols": ["Cl", "S", "C", "C", "C", "C", "C", "C", "H", "H", "H", "H", "H", "H", "H", "H", "H"], "positions_angstrom": [[-0.402, 2.383, 0.325], [3.152, 0.489, -0.130], [0.403, -0.162, 1.353], [1.750, 1.132, -0.512], [0.448, 0.834, 0.124], [0.127, -1.366, 0.427], [-1.794, -0.116, -0.691], [-0.304, -0.236, -0.669], [1.055, -1.812, 0.115], [-0.498, 0.051, 1.960], [-0.548, -2.166, 0.801], [-2.182, -0.986, -1.230], [-2.097, 0.757, -1.277], [1.254, -0.228, 2.031], [0.115, -0.362, -1.666], [-2.262, -0.109, 0.306], [1.782, 1.896, -1.267]], "fmax_ha_per_bohr": 0.04071, "e_homo_ev": -8.95, "de_lowest_kcal_mol": 19.5, "total_charge": 0, "smiles": "C[C@@H]1CC[C@@]1(Cl)C=S", "total_energy_ha": -1092.34764, "lumo_ev": -0.3}

=====

Entry 3:
{"formula": "C6H9ClS", "method": "wB97M-V/def2-TZVPD", "symbols": ["Cl", "S", "C", "C", "C", "C", "C", "C", "H", "H", "H", "H", "H", "H", "H", "H", "H"], "positions_angstrom": [[1.107, 1.740, 0.009], [-2.574, -0.082, -0.399], [-1.241, 0.637, 0.172], [0.520, -0.543, 1.496], [0.193, 0.232, 0.257], [0.610, -0.965, -0.609], [1.953, -0.895, -1.167], [0.492, -1.861, 0.696], [2.096, -1.816, -1.782], [-0.283, -0.435, 2.270], [-0.503, -2.338, 0.708], [2.673, -0.835, -0.399], [1.450, -0.216, 1.996], [1.292, -2.626, 0.849], [-0.206, -1.161, -1.331], [-1.373, 1.570, 0.746], [2.057, -0.040, -1.885]], "fmax_ha_per_bohr": 0.05921, "e_homo_ev": -9.01, "de_lowest_kcal_mol": 20.7, "total_charge": 0, "smiles": "C[C@H]1CC[C@]1(Cl)C=S", "total_energy_ha": -1092.34568, "lumo_ev": -0.4}

=====

Entry 4:
{"formula": "C6H9CoMgO5", "method": "wB97M-V/def2-TZVPD", "symbols": ["Co", "Mg", "O", "O", "O", "O", "O", "C", "C", "C", "C", "C", "C", "H", "H", "H", "H", "H", "H", "H", "H", "H"], "positions_angstrom": [[0.620, 1.503, -0.511], [-0.643, -0.358, -2.106], [-0.656, 0.626, 0.872], [-1.149, 1.526, -1.574], [2.422, 1.347, 0.275], [1.221, -0.014, -1.671], [-1.169, -1.623, -0.767], [-1.970, 1.916, -0.585], [-0.407, -0.688, 1.384], [2.288, -0.599, -1.009], [-2.015, 1.028, 0.610], [2.715, 0.022, 0.180], [-0.371, -1.746, 0.337], [-0.455, -2.728, 0.840], [3.032, -1.043, -1.680], [0.894, -0.577, 1.656], [-2.588, 0.103, 0.418], [3.695, -0.291, 0.571], [-2.789, 2.608, -0.803], [0.917, -1.658, -0.086], [-1.154, -0.886, 2.161], [-2.439, 1.532, 1.490]], "multiplicity": 5, "fmax_ha_per_bohr": 0.09622, "e_homo_ev": [-6.54, -6.57], "total_charge": 0, "s_squared": 6.01, "total_energy_ha": -2192.94493, "lumo_ev": [-0.9, -1.2]}